(1)
DFT (wB97M-V/def2-TZVPD) results for a cluster of 4 separate species, C2H12N2O3 in total.

CARTESIAN COORDINATES (ANGSTROEM)
H  2.444795  0.814269  -2.570517
H  -0.260093  1.400790  2.272293
C  -0.968625  -0.635308  -0.651279
H  0.651655  -3.041266  -2.082095
O  2.503864  0.330812  -3.403316
H  -1.759959  1.043774  -0.336194
O  0.081680  2.285175  1.993275
H  -0.806451  -2.808429  -2.873730
H  0.147508  2.608906  2.905190
H  0.591748  0.875668  5.670391
H  -0.042514  -0.173087  -0.252368
H  -1.893687  -2.208017  -1.252048
N  -2.010344  0.050905  -0.239183
N  -0.937841  -1.912633  -1.050035
O  0.496058  1.209138  4.776792
C  -0.086455  -2.254380  -2.263547
H  1.717711  0.664223  -3.861224
H  0.860595  2.099025  4.820129
H  0.532889  -1.394699  -2.495797

Forces on atoms 1 to 2 (eV/Å):
0.461 0.020 0.050
0.377 0.633 -0.626

## Properties
* HOMO (alpha / beta): -14.4477 / -14.4463 eV
* ⟨S²⟩: 0.7739
* max |F|: 0.0530 hartree/bohr
* 2S+1: 2
* E_tot: -11380.967 eV
* net charge: +1
* relative energy (zero: lowest compared OMol25 entry of this formula, charge and spin): 2.813 eV

---

(2)
DFT (wB97M-V/def2-TZVPD) results for the ion C3H10N3Si with charge +1.

CARTESIAN COORDINATES (ANGSTROEM)
H  1.734524  1.851518  -0.964041
Si  0.210406  -0.057130  -0.442411
C  1.415887  -1.028653  0.647196
H  1.193534  -0.953162  1.708566
H  -1.909659  -1.257275  -1.097854
H  -1.800231  1.245264  1.003291
N  -1.056040  -0.473230  3.317763
C  -0.959472  -1.019966  -1.571032
H  2.433483  -0.666670  0.518974
N  -1.081153  0.586290  1.266409
H  0.217722  2.048454  -1.812858
H  1.421147  -2.087898  0.399133
C  0.656976  1.734131  -0.867874
H  -1.176618  -0.467961  -2.483137
H  0.332402  2.440444  -0.107277
H  -0.504643  -1.963822  -1.866548
N  -1.128264  0.069665  2.351700

Forces on atoms 1 to 2 (eV/Å):
0.138 -0.106 0.023
-0.354 0.444 1.262

## Properties
* HOMO: -15.5880 eV
* SMILES string: C[Si](C)(C)N[N+]#N
* max |F|: 0.0931 hartree/bohr
* E_tot: -15613.296 eV
* net charge: +1
* relative energy (zero: lowest compared OMol25 entry of this formula, charge and spin): 0.714 eV

---

(3)
DFT (wB97M-V/def2-TZVPD) results for a structure of composition C52H46FGeN9O3Ti.

CARTESIAN COORDINATES (ANGSTROEM)
H  7.708697  1.737448  -1.636167
H  -4.699508  3.645818  -6.788170
C  -2.831221  3.277777  -1.313859
C  2.625548  2.246929  4.580217
Ti  2.047319  -1.685953  0.929856
C  -6.521823  -2.067310  -3.610334
C  7.316492  0.292301  -0.141318
H  2.616816  -1.158882  5.124343
H  2.300067  -5.960972  -2.070684
C  -3.190084  0.730745  -7.440079
H  -6.013870  3.032537  -0.002546
C  3.350288  0.349854  6.478812
C  -2.838108  2.101496  -2.096532
C  1.167105  -2.021416  -3.472059
H  7.037071  -2.087457  1.464522
C  2.208035  -3.428393  -1.448535
C  1.261803  1.384311  2.145132
N  1.205216  -3.355355  -3.585520
C  2.791400  -0.068947  5.287019
H  -5.947759  -2.733023  -2.997268
H  -3.355232  2.400404  -8.661460
H  -6.162997  1.271412  -1.516547
C  -3.128143  -2.883500  0.224229
C  -4.328282  2.636392  -6.693034
C  -0.896536  -2.825121  1.212321
F  3.458022  -0.629228  7.439072
H  4.328552  -2.520104  3.392075
H  3.226562  -4.087231  1.174723
H  -4.979145  2.644152  -4.634602
H  3.558507  1.163358  -0.972512
C  4.928077  -1.972134  1.421335
C  -4.550317  2.046289  -5.432023
O  1.246805  -0.125163  0.377945
C  3.259729  2.676066  5.773146
O  0.390670  1.869692  -0.099665
H  -3.836207  -2.602335  -0.584489
C  2.362337  0.838064  4.296087
C  2.336884  4.951692  5.331009
H  -2.687582  0.218275  -8.252014
H  1.664241  -5.776277  -3.723986
H  2.082253  5.757955  2.041188
H  -0.495457  -4.462490  3.970719
C  -3.667735  -3.283366  1.463393
H  0.907691  -1.485681  -4.371387
H  1.073142  3.566308  1.917256
H  4.313745  4.554544  6.001607
N  -0.396636  -3.854020  3.181547
H  -1.892997  3.829673  -1.251120
C  1.380996  2.738527  2.535087
C  -7.563863  -2.613161  -4.309419
C  0.807708  1.095145  0.751159
C  5.561579  1.550244  -1.390400
C  0.730964  -3.697945  2.450923
C  2.124421  -4.015489  2.940799
C  -4.056011  1.453335  -2.240453
N  1.871864  -5.404389  -2.793616
C  -5.186797  2.900798  -0.710273
H  2.984438  -3.907478  -0.848823
N  2.035337  3.188648  3.648868
H  3.098655  4.254763  7.250664
N  0.484017  -3.046762  1.300192
C  -4.039028  3.616969  -0.618831
H  -7.080022  1.227136  -4.043696
C  4.538371  0.803615  -0.816915
H  -7.679952  -3.686639  -4.533570
H  1.734851  6.609218  3.559628
H  -4.060796  4.442553  0.014910
C  -7.215846  0.155684  -4.114427
C  1.811980  0.398131  3.012787
C  1.636583  5.614710  3.076150
H  -9.096562  0.338142  -5.067550
C  -1.475808  -3.311724  2.439013
Ge  -4.309146  -0.214857  -3.407991
H  1.165847  -0.347770  -2.024869
C  4.876192  -0.239128  0.022872
H  3.487001  4.676675  3.623100
C  6.249733  -0.404396  0.442628
C  -3.459858  0.090664  -6.238239
C  -6.256008  -0.700706  -3.617155
H  -3.205621  -3.625044  3.565529
N  4.118917  -1.189783  0.719058
H  5.354428  2.484367  -1.998563
C  2.433703  4.581615  3.867420
C  4.378463  -2.992485  2.394058
C  1.323005  -1.388443  -2.256498
C  -8.594344  -1.737086  -4.748088
H  1.314289  4.826210  5.725177
H  -9.528669  -2.145073  -5.086595
H  5.091507  -3.850496  2.451317
N  6.235755  -1.560267  1.226599
N  1.960985  -2.135335  -1.280951
C  -8.382248  -0.403175  -4.643732
N  3.115957  -3.416453  1.923765
H  -1.397982  -2.107785  -0.795063
H  4.209124  2.056791  7.588488
C  -2.830450  -3.441713  2.622253
H  8.395518  0.185538  0.066834
C  1.680013  -4.063508  -2.584716
O  1.963580  -0.937272  2.721611
H  -1.940606  1.751247  -2.620194
C  -3.647841  1.975218  -7.661225
H  -3.092995  -0.945013  -6.071684
H  0.578269  5.323769  2.976368
C  3.346646  4.142283  6.182138
H  2.142680  -5.104961  3.136267
C  -4.097555  0.731776  -5.234670
H  -4.722641  -3.504452  1.525378
C  6.911727  1.274793  -1.063391
H  2.489689  6.023924  5.459830
C  3.633565  1.674148  6.722128
C  -1.788285  -2.576692  0.125475
H  2.301971  -3.411329  3.828566
C  -5.204826  1.791041  -1.507084

Forces on atoms 1 to 2 (eV/Å):
-0.161 0.416 0.252
0.099 0.147 -0.411

## Properties
* HOMO (alpha / beta): -6.8697 / -9.8497 eV
* ⟨S²⟩: 3.7897
* max |F|: 0.0658 hartree/bohr
* 2S+1: 4
* E_tot: -156567.483 eV
* net charge: +1
* relative energy (zero: lowest compared OMol25 entry of this formula, charge and spin): 1.613 eV

---

(4)
DFT (wB97M-V/def2-TZVPD) results for a cluster of 8 separate species, C40H51F21NO17P in total.

CARTESIAN COORDINATES (ANGSTROEM)
C  5.124789  -4.261132  -5.560395
C  -3.976227  6.952524  3.799953
O  0.274000  -2.612071  3.821316
O  -7.620994  4.006032  2.331647
C  3.817543  -5.228587  0.314792
C  -0.351949  6.206883  3.660624
C  -0.999535  3.352404  -8.851463
H  -0.893350  5.502530  -9.006046
H  4.673583  -3.299440  0.694100
F  6.510003  -0.233343  7.403278
C  3.048202  -1.709238  4.794248
C  0.017795  -3.117762  2.757912
F  -6.556505  -0.057156  3.146799
H  -0.755334  -0.207271  1.039371
C  3.580335  -4.239017  -7.774262
F  -0.288665  5.026770  3.006747
H  -1.257624  2.577061  -8.125784
O  -6.884205  -2.838926  4.010800
O  -0.962265  -2.699315  1.934163
H  -2.676550  -1.599331  1.842602
H  -6.998780  -6.210613  4.112860
H  -4.623602  6.827182  2.929603
H  -8.325209  -4.169467  4.568725
C  2.453490  0.806794  -2.882402
C  -8.783534  2.260416  3.556361
F  2.919553  3.605409  -9.968648
H  -6.070229  -5.099432  5.144581
F  7.979690  -6.267303  1.915763
H  2.915477  1.343284  -5.590391
C  2.628337  2.647542  -9.066201
C  4.225399  -1.908638  -6.547328
C  -1.723994  6.433400  4.290047
F  -8.359057  7.438637  2.752991
C  -6.153070  -2.402782  2.965250
H  -1.629639  0.580088  2.373061
F  5.600819  1.650775  7.930391
H  2.530608  -1.641941  -1.199963
H  -0.545004  4.890191  -7.397131
C  -1.179495  4.742882  -8.274409
O  -0.319354  1.522503  -3.797196
H  -7.934092  -4.232072  2.855658
H  1.923476  -0.195916  -5.801455
C  2.941282  0.192787  -5.466839
H  -0.071526  -0.215237  2.657875
C  -7.444774  2.797841  3.089734
C  4.373318  -5.006647  -6.687660
H  -3.532267  8.491112  5.256227
C  4.130281  -0.087238  7.194693
F  9.073890  -4.937032  0.609228
P  0.671837  0.218675  -3.282923
H  -9.267372  2.955200  4.247077
C  1.266657  2.856304  -8.408459
C  -1.734422  -1.575799  2.391195
H  -9.461359  2.129316  2.709081
C  -1.009639  -0.276188  2.100381
F  -0.032277  7.159631  2.760774
C  2.968008  -1.934769  6.290673
F  5.369329  -0.058106  9.231400
H  -6.760147  2.959112  3.926343
F  -5.084044  -0.894734  4.486842
H  3.047665  -0.642337  4.556240
C  6.870042  -5.536385  -0.074839
H  5.710569  -4.823873  -4.766488
H  5.062358  -3.929742  -0.901032
O  -5.993284  -3.019866  1.944849
C  -7.500835  -4.127556  3.853470
O  4.135467  -1.412937  6.946538
O  6.537089  -5.881867  -1.178632
C  -5.601445  -1.007958  3.247207
H  4.388723  -6.147787  -6.775962
H  2.646222  0.417485  -0.537101
O  -0.010396  -0.656403  -1.977466
C  3.148839  0.198433  -1.538136
O  2.386918  -2.548926  -3.822676
H  -1.661984  3.223297  -9.710145
H  3.033163  -4.801777  -8.597464
O  0.341697  3.173608  -9.335555
H  -4.256965  6.183219  4.523952
F  -0.033379  -5.454085  2.283974
F  3.642418  2.643041  -8.180004
H  2.469179  1.937106  -3.031584
H  2.944947  -3.006793  6.498909
H  2.869304  -4.825035  -0.037839
H  -1.976419  -1.675225  3.452616
H  5.034921  0.249097  -6.338480
F  0.639877  6.194511  4.569002
H  5.566437  -2.131835  -4.660367
H  4.423231  0.173316  -3.867680
F  2.691813  1.471750  -9.726324
C  -4.151645  8.347184  4.367686
C  5.048761  -2.722844  -5.503537
H  2.200031  -2.177007  4.288733
H  -2.218160  4.906638  -7.980779
H  0.005326  1.717348  -4.714378
H  2.920636  -2.137433  -8.502973
N  3.238462  -1.287321  -1.864641
C  3.510435  -2.673610  -7.690780
F  8.760814  -6.997801  0.042057
C  4.927418  -4.210216  0.146601
O  1.031682  2.724962  -7.234618
F  -6.707540  6.686000  1.581547
O  -2.628261  6.757207  3.342529
F  -4.620237  -0.653023  2.395845
C  -7.771370  5.137288  3.049975
C  -7.896944  6.343395  2.123026
H  -5.686192  -5.231393  3.435701
H  -3.843050  9.100458  3.638472
H  3.975947  -2.125073  4.391794
F  1.889653  -4.608708  2.777318
H  3.714076  -5.513911  1.364026
O  3.229243  0.654062  6.899531
F  -8.734905  6.119489  1.090992
C  3.307458  -0.105388  -3.938633
H  -0.114135  -1.580314  -2.313576
C  -6.510064  -5.235256  4.153406
H  4.240361  0.577358  -1.602744
O  -1.982066  6.309491  5.458744
C  5.401053  0.320199  7.935680
H  4.033210  -6.142611  -0.243983
H  3.669070  0.004389  -7.560200
C  8.167794  -5.937933  0.621212
O  6.156219  -4.701039  0.707398
O  -7.769864  5.181928  4.252827
H  2.058063  -1.503999  6.715859
F  0.992116  -4.194433  0.857320
C  2.892301  -1.540062  -3.295537
H  -6.972867  2.075296  2.422352
C  4.063451  -0.319841  -6.523906
H  -8.658499  1.301318  4.062391
C  0.718406  -4.339738  2.171262
H  -5.193977  8.523686  4.640803

Forces on atoms 1 to 2 (eV/Å):
-2.074 2.164 -2.546
-0.743 0.248 0.166

## Properties
* HOMO: -7.9178 eV
* SMILES string: O=C1NC[C@H](P(O)O)[C@@H]1CCc1ccccc1.CCOC(=O)C(F)(F)F.CCOC(=O)C(F)(F)F.CCOC(=O)C(F)(F)F.CCOC(=O)C(F)(F)F.CCOC(=O)C(F)(F)F.CCOC(=O)C(F)(F)F.CCOC(=O)C(F)(F)F
* max |F|: 0.0876 hartree/bohr
* E_tot: -144957.903 eV
* net charge: 0

---

(5)
DFT (wB97M-V/def2-TZVPD) results for a cluster of 2 separate species, C20H38Cl3N3PS2 in total.

CARTESIAN COORDINATES (ANGSTROEM)
C  -1.388157  3.272501  0.969203
C  -0.135166  -1.170749  -1.126232
H  -0.215787  -1.600489  -3.472864
H  2.312934  -0.334354  -1.242292
C  1.803186  0.250972  -0.363119
H  2.467772  2.363820  0.426519
H  -2.709653  4.524400  2.338761
H  -5.821597  4.263009  -0.135088
Cl  0.123334  4.816171  -1.751322
Cl  -1.591618  7.173923  -1.574416
H  4.433879  -7.303294  4.083000
H  -1.547404  3.356240  -4.257727
P  -3.499577  5.191451  0.007047
H  -1.868586  2.625924  0.122642
H  0.889445  2.320461  -0.637854
H  3.035623  -2.483992  0.557891
H  -0.843476  0.155218  -2.956770
C  -2.134715  4.683410  1.304688
H  2.907039  -7.998228  3.504319
H  -3.446496  5.792699  -2.456196
C  -1.626329  4.395380  -2.210101
C  3.564678  -3.422865  0.374729
H  -2.937082  1.447494  -1.368218
C  -0.052533  -0.690664  -2.718068
N  0.305359  -0.031570  -0.234218
H  4.504393  -6.031742  0.785047
S  -0.345866  -1.873106  1.758641
C  3.819930  -7.477924  3.192298
C  -1.690956  4.476496  -3.879657
H  2.138888  -5.572663  4.262347
C  -4.075668  1.459030  -1.631340
Cl  -4.735207  2.529019  1.226474
H  3.978413  -8.534213  1.311483
H  2.538507  2.192989  -1.540369
C  4.582186  -8.337075  2.203166
C  -4.747922  3.744970  -0.222779
N  3.428556  -6.161337  2.668500
H  4.638751  -3.229052  0.318310
H  -1.964336  3.308797  -1.943474
H  -2.743429  4.814371  -4.275244
H  -5.868537  2.813249  -1.962827
H  -4.158118  1.010601  -2.734793
H  -1.292760  -1.385479  -0.928777
H  0.526540  -2.138168  -1.054316
H  -0.795361  5.090023  -4.314904
H  -4.276348  3.606864  -2.562901
H  1.999417  -3.206223  2.669487
H  5.508445  -7.846693  1.886650
H  -1.375363  5.579035  1.515102
H  4.847944  -9.296296  2.656913
H  3.216978  -3.859947  -0.565337
C  3.845347  -5.595005  1.523693
C  0.036775  -0.287738  1.231323
C  1.986133  1.900944  -0.543416
H  -0.240795  3.536576  0.773097
C  -1.353342  2.279894  2.314909
C  2.511817  -4.146805  2.562901
N  3.311533  -4.364580  1.456322
H  1.001893  -0.239970  -2.998502
S  0.194360  1.209589  2.388415
H  -1.531833  2.863691  3.316096
H  -4.729924  0.721975  -0.962493
C  -2.578641  5.598402  -1.660416
C  -4.724403  3.001438  -1.670991
H  -2.267115  1.517253  2.220932
H  2.275858  0.010368  0.701874
C  2.578186  -5.278428  3.324243

Forces on atoms 1 to 2 (eV/Å):
1.584 -0.103 1.576
-0.926 0.028 -2.045

## Properties
* HOMO: -9.7995 eV
* max |F|: 0.0594 hartree/bohr
* E_tot: -94339.677 eV
* net charge: +1

---

(6)
DFT (wB97M-V/def2-TZVPD) results for a cluster of 3 separate species, C3H11NO3 in total.

CARTESIAN COORDINATES (ANGSTROEM)
H  0.010593  -1.960774  -1.504883
H  0.219896  -1.392188  0.720059
H  1.387217  -2.397511  -1.999756
O  0.186440  0.703454  -1.029354
C  0.438859  -0.714334  1.542438
N  0.652137  2.513955  0.207661
H  -0.164320  1.264235  2.187336
H  0.384411  3.066636  1.001295
H  -1.876278  -0.575245  -2.668851
H  -1.348373  0.320020  1.167436
O  -1.792482  -0.833762  -1.754168
H  1.508338  -0.669655  1.719084
H  1.074878  3.013566  -0.556051
H  -1.179350  -0.226120  -1.276081
C  0.165057  1.257224  0.066477
H  0.064641  -1.228489  2.433424
C  -0.311750  0.596598  1.343858
O  0.580093  -2.737612  -1.599927

Forces on atoms 1 to 2 (eV/Å):
-0.216 -0.125 -0.241
0.288 0.030 -0.115

## Properties
* HOMO: -10.4703 eV
* SMILES string: CCC(N)=O.O.O
* max |F|: 0.0226 hartree/bohr
* E_tot: -10922.709 eV
* net charge: 0
* relative energy (zero: lowest compared OMol25 entry of this formula, charge and spin): 0.296 eV